(1)
Density functional theory data (ωB97M-V/def2-TZVPD) for a single C5HCl3O2 molecule in a non-equilibrium geometry.

Results
maximum force: 5.1 eV/Å
frontier orbital gap: 9.01 eV

Geometry as XYZ:
```
11
C5HCl3O2 ωB97M-V/def2-TZVPD
Cl -0.163 2.502 -1.061
Cl 2.913 -1.402 0.697
Cl -0.367 2.731 1.870
O -1.852 0.187 0.372
O 2.541 1.740 0.645
C 1.517 1.118 0.595
C -0.631 0.323 0.531
C 1.540 -0.334 0.669
C 0.100 1.680 0.497
C 0.252 -0.824 0.553
H -0.030 -1.900 0.452
```



(2)
Density functional theory data (ωB97M-V/def2-TZVPD) for a gas-phase ion, C5HFN5O3S (charge +1) in a non-equilibrium geometry.

Results
maximum force: 2.0 eV/Å
frontier orbital gap: 9.29 eV
charge: +1

Geometry as XYZ:
```
16
C5HFN5O3S ωB97M-V/def2-TZVPD
S -3.832 0.491 0.162
F -4.747 0.916 -1.038
O -3.011 -0.658 -0.765
O -2.627 1.744 -0.195
O -1.893 -0.937 0.004
N -0.354 2.214 -0.355
N 3.072 2.454 -0.701
N -4.108 0.388 1.541
N 0.835 -1.191 -2.627
N -1.012 0.108 -0.098
C 0.412 0.015 -0.361
C 0.677 -0.671 -1.629
C 2.014 2.032 -0.591
C -1.414 1.385 -0.195
C 0.717 1.496 -0.438
H 0.960 -0.506 0.437
```



(3)
Density functional theory data (ωB97M-V/def2-TZVPD) for a single C5N2OS2 molecule in a non-equilibrium geometry.

Results
maximum force: 3.2 eV/Å
frontier orbital gap: 8.38 eV
energy above the lowest of the compared OMol25 structures with the same formula, charge and spin: 0.0 kcal per mole

Geometry as XYZ:
```
10
C5N2OS2 ωB97M-V/def2-TZVPD
S 0.281 0.494 1.883
S -1.932 -0.354 0.095
O -2.185 -0.085 2.658
N 3.201 0.398 -0.509
N -0.220 -0.562 -3.188
C -0.221 -0.369 -2.042
C 0.722 0.222 0.213
C -0.334 -0.147 -0.626
C -1.389 0.031 1.730
C 2.076 0.372 -0.215
```



(4)
Density functional theory data (ωB97M-V/def2-TZVPD) for 15 unconnected molecules or ions with the total composition C60H105N15 in a non-equilibrium geometry.

Results
maximum force: 5.8 eV/Å
frontier orbital gap: 11.07 eV
energy above the lowest of the compared OMol25 structures with the same formula, charge and spin: 145.9 kcal per mole

Geometry as XYZ:
```
180
C60H105N15 ωB97M-V/def2-TZVPD
N 8.724 2.026 -5.896
N 0.801 4.342 -6.936
N 10.381 -4.816 4.146
N -9.394 5.602 -5.549
N 2.539 1.163 8.324
N 6.890 4.979 2.364
N -1.122 0.960 -1.435
N 3.382 7.783 -3.198
N -0.786 -7.484 9.852
N -5.362 -12.386 -4.696
N -9.270 -4.611 2.182
N 2.077 -14.598 -1.140
N -2.449 6.780 7.938
N -6.201 7.653 0.670
N -3.574 -0.012 -9.313
C -5.083 9.107 -2.866
C -5.710 -10.128 -5.934
C 7.723 -5.062 4.607
C 9.086 -0.797 -3.324
C -0.071 0.737 -0.952
C 2.587 1.014 11.873
C -0.191 4.932 -6.969
C -4.007 -2.204 -7.893
C 0.462 -12.827 -0.154
C 1.243 0.395 -0.355
C 1.020 -2.151 -0.605
C -5.809 -4.275 1.255
C 7.301 0.028 -4.980
C -8.177 -4.956 2.017
C 4.373 7.898 -3.799
C -1.401 7.131 -7.548
C -4.632 -9.066 -5.530
C 6.173 6.146 5.604
C 1.131 -11.487 0.205
C 4.794 9.623 -6.417
C -0.967 -6.392 6.326
C -3.143 -2.128 -6.610
C -0.987 7.070 -9.023
C 9.218 -4.964 4.338
C 6.920 -4.093 3.691
C -0.711 -6.440 9.287
C 8.120 1.135 -5.470
C -0.130 -5.373 7.114
C -3.865 4.592 8.480
C -1.643 -2.373 -6.869
C 7.478 6.968 5.613
C 3.378 0.425 10.657
C -5.520 -11.381 -5.216
C 8.158 -1.181 -4.548
C -7.863 3.511 -5.276
C -3.959 8.038 -0.760
C -0.583 -5.202 8.580
C 7.246 -2.600 3.803
C -4.527 -8.769 -4.015
C -5.774 -2.968 2.061
C -6.802 -5.343 1.872
C -3.100 5.848 8.204
C -3.405 3.374 7.653
C 5.429 8.307 -6.082
C -8.715 4.702 -5.428
C 5.599 8.074 -4.578
C -3.608 3.654 6.145
C -8.546 2.917 -2.901
C 5.461 6.040 4.254
C 2.829 2.549 12.000
C -8.418 2.411 -4.334
C 6.262 5.458 3.177
C -1.475 5.693 -6.974
C 1.357 -13.835 -0.687
C -5.223 7.808 0.004
C 2.903 0.843 9.364
C -3.993 9.169 -1.753
C -3.765 -0.992 -8.709
C 1.830 -0.872 -0.967
C 1.738 -10.782 -0.937
H -0.220 -4.367 6.705
H -3.006 9.118 -2.214
H -1.124 -2.551 -5.927
H 3.417 -0.661 10.575
H 1.876 -0.708 -2.044
H 5.077 7.008 3.934
H 6.113 7.135 -4.371
H -2.378 7.613 -7.506
H 0.974 -10.662 -1.704
H -0.032 -2.124 -0.889
H -3.667 -9.212 -6.015
H 1.786 -11.560 1.073
H 2.421 2.917 12.942
H 6.898 -4.370 2.637
H 8.172 6.674 6.401
H -2.974 4.482 5.831
H 8.584 -0.420 -2.433
H -6.785 -6.264 1.290
H -3.201 -1.162 -6.109
H -1.539 -4.690 8.687
H 7.365 -6.057 4.345
H 6.747 0.470 -4.151
H -5.495 -8.574 -3.554
H -3.524 -2.827 -5.866
H 0.103 -4.547 9.116
H -5.095 -2.233 1.628
H 4.634 5.335 4.339
H -6.781 -2.556 2.133
H 7.239 -2.326 4.858
H -7.557 3.131 -2.497
H 0.957 0.329 0.695
H -3.981 10.167 -1.315
H -3.853 -7.922 -3.886
H 8.244 -2.410 3.408
H 7.589 -4.900 5.677
H -5.668 -10.339 -7.003
H -0.905 -7.386 6.769
H -2.254 5.064 -7.406
H 4.872 7.479 -6.522
H 4.621 9.777 -7.482
H -0.029 -13.316 0.687
H -1.404 6.245 -9.600
H -4.908 -8.090 -5.929
H -5.058 -2.263 -7.611
H -7.801 1.512 -4.368
H 0.923 -5.592 6.938
H -3.224 8.224 0.023
H 2.835 -1.015 -0.570
H -6.447 -5.568 2.877
H 2.698 -11.109 -1.337
H -6.080 -4.031 0.228
H 3.890 2.787 12.066
H -4.022 2.517 7.923
H -3.764 4.398 9.548
H 8.811 -1.474 -5.370
H -9.180 3.786 -2.722
H 5.889 -4.178 4.037
H -6.695 -9.760 -5.646
H -4.072 -9.607 -3.486
H -3.763 -3.155 -8.368
H -0.332 -12.615 -0.870
H -7.775 3.093 -6.279
H 6.190 8.888 -4.159
H 4.407 0.758 10.790
H 7.284 8.040 5.665
H 5.422 10.452 -6.090
H -3.857 7.064 -1.240
H -4.908 4.902 8.409
H 2.278 3.122 11.254
H -5.016 9.947 -3.558
H 1.493 -2.916 -1.221
H -5.443 -3.011 3.099
H -0.685 -6.423 5.273
H -0.780 7.773 -6.923
H 3.777 9.615 -6.025
H 5.480 6.496 6.369
H 6.419 5.144 5.953
H -4.821 -4.736 1.238
H -1.512 -3.208 -7.558
H 2.978 0.587 12.797
H 9.700 -1.605 -2.927
H -6.891 3.880 -4.948
H 7.568 -2.053 -4.267
H 1.542 0.773 11.677
H 9.845 -0.054 -3.569
H -4.643 3.922 5.929
H 1.016 -2.464 0.439
H -3.370 2.810 5.497
H 1.989 -9.775 -0.605
H -1.773 5.825 -5.934
H -1.118 7.997 -9.582
H 1.896 1.250 -0.531
H 8.103 6.860 4.726
H 6.353 8.211 -6.652
H -6.051 9.317 -2.412
H 0.079 6.846 -9.046
H -9.400 2.096 -4.687
H -1.221 -1.506 -7.376
H 0.336 -10.899 0.662
H -2.031 -6.162 6.387
H -5.139 8.160 -3.404
H 6.586 -1.909 3.279
H -2.420 3.073 8.010
H -9.046 2.137 -2.326
H 6.590 -0.223 -5.767
```



(5)
Density functional theory data (ωB97M-V/def2-TZVPD) for 15 unconnected molecules or ions with the total composition C60H105N15 in a non-equilibrium geometry.

Results
spin multiplicity: 2
<S²>: 0.759
maximum force: 4.6 eV/Å
frontier orbital gap (alpha / beta): 9.78 / 1.66 eV
charge: +1
energy above the lowest of the compared OMol25 structures with the same formula, charge and spin: 0.0 kcal per mole

Geometry as XYZ:
```
180
C60H105N15 ωB97M-V/def2-TZVPD
N -1.817 -2.263 -3.311
N 4.050 -0.572 0.830
N 2.123 0.324 -9.211
N -1.479 5.552 3.861
N 6.912 -2.645 -5.521
N 5.872 0.920 -1.809
N -3.618 -4.633 3.091
N 0.883 -6.293 2.914
N 4.238 0.099 4.468
N 0.393 0.387 5.178
N 1.572 -0.491 -2.526
N -4.403 2.833 -3.435
N -4.913 6.734 0.244
N -0.371 2.361 -2.579
N -4.764 0.461 2.028
C 0.661 -4.788 -3.004
C 0.189 2.561 -6.357
C -1.223 3.040 4.570
C -7.214 1.400 2.338
C -4.323 1.775 -2.968
C -2.338 2.534 5.463
C 1.602 3.342 1.788
C -3.391 3.618 0.471
C -1.345 4.432 4.106
C -2.078 4.414 0.271
C 4.842 1.463 -1.829
C -6.077 -3.190 1.066
C 1.113 -0.549 -1.494
C 3.099 0.055 -8.657
C 4.367 3.671 -3.774
C 1.823 2.371 7.798
C -8.351 0.483 1.813
C 6.656 -0.503 1.278
C -1.174 0.156 1.600
C 3.567 2.206 -1.926
C 6.563 -2.316 3.033
C -1.031 1.745 -5.866
C 3.921 0.938 3.740
C 3.199 2.856 -3.282
C -0.854 -2.877 -3.590
C 7.228 -1.852 1.698
C -5.369 -0.504 -2.619
C -4.708 5.692 0.712
C -3.725 2.563 4.858
C 2.415 -2.913 3.356
C 0.558 -0.724 -0.129
C -0.707 0.898 -4.705
C 1.969 2.128 2.685
C 0.363 -3.604 -3.987
C 4.356 -3.940 -3.628
C -6.683 -0.055 -2.011
C 4.443 -2.721 -2.694
C 4.370 -0.329 -7.885
C 0.011 -3.815 2.675
C 0.502 -5.212 2.834
C -0.477 1.701 -3.488
C -4.184 -3.802 2.602
C -0.493 0.354 0.215
C 3.063 -1.064 -5.819
C 0.804 -4.234 -1.556
C -5.824 0.865 2.198
C 4.162 -0.203 -6.345
C -9.686 1.057 2.209
C -4.935 -2.716 1.975
C 6.410 -3.450 -4.860
C -4.206 0.450 -2.360
C 5.783 -4.428 -4.058
C 0.878 -2.732 3.320
C 1.111 0.177 6.047
C 2.713 1.078 7.694
C -5.668 -3.997 -0.094
C 3.477 1.976 2.822
C 5.195 -0.578 1.040
C -4.436 4.379 1.283
C 1.966 -0.142 7.127
H -1.005 -3.818 3.069
H -1.024 2.405 3.707
H -9.799 0.873 3.278
H 7.168 -2.582 0.891
H 0.552 -1.798 2.863
H 2.904 2.058 -3.964
H 4.755 -1.755 -3.089
H -8.335 0.393 0.727
H 4.627 -1.350 -8.168
H 3.865 -4.664 -2.978
H -6.634 0.067 -0.929
H 1.875 3.122 0.756
H 2.747 -2.084 3.981
H -0.128 -3.765 -1.240
H 0.179 -3.883 -5.024
H 1.029 1.895 -6.555
H 5.111 -2.921 -1.856
H 4.957 3.950 -2.900
H 5.512 -2.574 2.900
H -4.269 -2.104 1.368
H 1.425 -0.649 0.527
H 2.391 3.223 8.172
H -0.305 3.021 5.157
H -5.054 -4.835 0.236
H 3.555 1.271 7.029
H 5.011 3.115 -4.455
H -5.017 -3.448 -0.775
H -7.116 2.379 1.870
H 7.105 -0.206 0.330
H -9.776 2.087 1.864
H 3.633 2.981 -1.163
H 3.078 -2.082 -6.207
H 3.096 -1.128 -4.731
H 2.766 -2.914 2.324
H -1.684 4.692 1.249
H 6.478 -4.647 -3.247
H -0.187 -5.472 -3.041
H 2.316 3.488 -3.190
H -2.189 1.496 5.759
H 4.025 4.605 -4.220
H -5.364 -2.084 2.754
H 2.652 -0.919 6.787
H -5.062 -1.476 -2.234
H -6.774 -3.782 1.658
H -5.493 -0.637 -3.694
H 1.641 2.292 3.711
H -3.897 4.572 2.211
H 0.021 3.062 -7.311
H 1.388 -0.600 7.930
H -4.061 0.534 -1.283
H -1.488 0.183 -4.448
H 0.519 -2.720 4.349
H 1.599 -3.488 -1.530
H 5.070 -0.449 -5.794
H -3.758 3.338 -0.516
H -5.365 3.849 1.490
H -7.352 -0.900 -2.174
H 0.529 3.534 1.805
H 3.687 -3.721 -4.461
H 5.620 -5.359 -4.600
H 1.102 -2.804 -3.947
H 6.489 -1.594 3.846
H -3.969 3.535 4.430
H 3.925 1.729 1.860
H 2.098 4.283 2.024
H -6.530 -4.390 -0.633
H -3.811 1.793 4.090
H 8.311 -1.767 1.791
H -1.331 3.860 -0.297
H -1.660 -0.818 1.548
H -0.133 -3.580 1.620
H 2.700 1.584 -1.702
H -1.287 0.333 -0.532
H 3.895 2.928 3.150
H 3.977 0.817 -6.007
H -4.400 2.198 5.633
H -1.399 1.105 -6.669
H 6.921 0.291 1.976
H 7.024 -3.227 3.412
H 3.086 0.874 8.698
H 2.778 -3.754 3.948
H -6.648 -2.332 0.712
H -3.118 2.674 0.942
H -0.540 0.158 2.486
H -10.564 0.545 1.816
H 1.025 -5.003 -0.816
H -2.412 3.058 6.416
H 1.515 1.169 2.435
H 5.201 0.276 -8.247
H -1.820 2.458 -5.628
H -2.305 5.331 -0.272
H -1.898 0.970 1.655
H -8.266 -0.551 2.149
H 0.567 3.314 -5.666
H 1.409 2.561 6.808
H -7.004 0.912 -2.397
H -0.080 1.357 0.110
H -3.286 0.012 -2.749
H 2.106 -0.652 -6.139
H 1.595 -5.241 -3.335
H -7.392 1.738 3.358
H 0.199 -1.753 -0.113
H 0.166 0.263 -4.858
H 3.448 -2.497 -2.310
H 1.007 2.257 8.512
```



Q: Among the records above, which one has the lowest maximum force?
A: C5HFN5O3S



Q: Which value of maximum force does entry 2 give?
A: 2.0 eV/Å



Q: Number 3 is which compound?
A: C5N2OS2



Q: Which formula does entry 4 have?
A: C60H105N15